A structure of composition C24H20F6N6O10S4Y. Source: the Open Molecules 2025 dataset; level of theory: the ωB97M-V functional and the def2-TZVPD basis.

```
71
Properties=species:S:1:pos:R:3:forces:R:3:lowdin_charge:R:1
Y -0.63202 -0.46178 -0.10148 1.7 -0.1 0.8 1.5197
O 3.90565 -0.29685 -0.62748 0.1 0.0 0.0 0.0673
C 2.78207 -0.52892 -0.21420 -0.4 -0.3 -0.3 -0.6348
O 1.73098 -0.84124 -0.88371 0.1 0.6 0.3 -0.2072
C 2.49787 -0.48104 1.26885 -0.1 0.1 0.0 -0.1990
C 3.49935 -0.59239 2.21318 0.1 0.0 0.2 0.0113
C 3.13639 -0.70312 3.54653 0.0 0.0 0.0 -0.0373
C 1.78906 -0.72270 3.88254 0.2 0.1 0.2 0.0068
C 0.86002 -0.57640 2.87200 -0.1 -0.1 -0.2 -0.1696
N 1.20885 -0.42456 1.59443 0.0 0.0 0.4 0.1171
C -0.62074 -0.78977 3.12614 -0.2 0.0 -0.1 -0.6046
O -0.99781 -0.99191 4.27401 -0.1 0.0 -0.1 0.0396
O -1.34115 -0.82725 2.06278 0.0 -0.1 0.0 -0.1841
H 4.52714 -0.63243 1.87583 -0.1 0.0 0.0 0.1219
H 3.89514 -0.81504 4.31384 0.0 0.0 0.0 0.1047
H 1.43209 -0.86863 4.89408 0.0 0.0 -0.1 0.1168
S -2.40407 2.85105 -3.01717 0.1 0.1 -0.1 0.9625
C -3.77023 2.04965 -2.35758 -0.1 0.1 0.0 -0.4357
C -3.40799 1.14184 -1.41557 0.1 -0.1 0.1 -0.2120
C -1.98918 1.04929 -1.15709 -1.2 0.9 -0.8 -0.3178
C -1.33965 1.92997 -1.97060 -0.1 0.1 -0.2 -0.5653
C 0.09820 2.20422 -1.96214 -0.2 0.0 0.0 -0.3123
C 0.74381 2.84776 -3.01942 0.1 0.0 0.0 -0.0342
C 2.09536 3.11062 -2.92466 0.0 0.0 0.0 -0.0558
C 2.76911 2.76080 -1.76408 0.0 0.1 -0.1 -0.0486
C 2.05201 2.13326 -0.76718 -0.2 0.0 0.2 -0.1429
N 0.75383 1.83011 -0.84876 0.0 0.0 -0.2 0.1050
H -4.76378 2.29581 -2.71540 0.1 -0.1 0.1 0.0549
H -4.14096 0.54017 -0.89096 0.1 0.0 0.0 0.0842
H 0.18118 3.11115 -3.90662 0.0 0.0 0.0 0.0922
H 2.62150 3.58207 -3.74754 0.0 0.0 0.0 0.1060
H 3.83051 2.93279 -1.64143 -0.1 0.0 0.0 0.1091
H 2.54835 1.86434 0.15685 0.0 -0.1 0.0 0.1021
F -0.64105 -5.24678 -0.73414 0.1 -0.2 0.1 0.1304
C 0.61562 -5.07454 -0.30882 -0.1 0.2 -0.2 -0.6870
F 0.68768 -5.42203 0.97703 -0.1 -0.3 0.1 0.1334
F 1.42415 -5.85227 -1.01759 0.0 -0.2 0.0 0.1452
S 1.11082 -3.32318 -0.44237 -0.5 -0.2 0.1 0.6755
O -0.05431 -2.67051 0.19275 0.8 -0.7 -0.3 -0.3875
O 2.34797 -3.30756 0.28039 -0.1 0.2 -0.3 -0.2298
N 1.12897 -3.24984 -2.00895 0.2 0.7 0.3 -0.2724
S 0.71519 -1.99023 -2.89480 -0.7 -0.2 0.1 0.6772
O 1.72549 -1.37666 -3.69111 0.0 -0.1 0.3 -0.2356
O -0.35101 -1.14721 -2.32393 0.6 -0.5 -0.3 -0.3759
C -0.25282 -2.95668 -4.10490 0.0 0.1 0.3 -0.6918
F 0.53609 -3.83283 -4.72548 -0.1 -0.2 -0.2 0.1347
F -0.75221 -2.11248 -5.00360 -0.2 0.0 -0.3 0.1395
F -1.25459 -3.60807 -3.51293 0.0 0.0 -0.2 0.1386
N -3.27651 -3.20109 2.60225 0.1 0.1 -0.2 0.0276
C -3.05272 -3.49541 1.18295 0.0 0.1 0.3 -0.1472
C -3.15149 -2.21762 0.38370 -0.2 0.2 0.0 -0.5389
O -3.87792 -1.26298 0.94259 -0.1 0.0 -0.3 0.1132
O -2.63142 -2.04888 -0.70365 0.1 0.1 0.4 0.0415
H -3.30660 -4.04611 3.15359 -0.1 0.0 0.0 0.0797
H -4.05394 -1.54375 1.86102 -0.1 -0.1 0.2 0.1077
H -2.51944 -2.62496 2.96672 0.1 0.0 0.0 0.0592
H -3.85337 -4.13980 0.81510 0.0 -0.1 0.0 0.1344
H -2.10371 -3.96292 0.93848 0.1 0.0 0.0 0.1000
C 1.05483 3.41502 2.63807 0.0 0.1 -0.2 -0.0329
N 0.31979 3.92444 1.49592 0.0 0.1 0.3 -0.1241
C 0.80459 4.85166 0.57771 0.1 -0.2 0.2 -0.0768
C -0.14190 5.01905 -0.35788 -0.3 -0.2 -0.1 -0.0838
N -1.20161 4.20331 0.01062 -0.2 0.3 -0.1 0.0674
C -0.94367 3.52173 1.15353 0.5 -0.1 -0.3 -0.8041
S -1.92336 2.37076 1.87402 0.2 0.2 0.2 0.6532
H 1.35733 4.23326 3.29081 0.0 0.0 0.0 0.0879
H 1.93802 2.86217 2.31112 0.0 0.0 0.0 0.0820
H 0.39588 2.74340 3.17947 -0.1 -0.1 0.0 0.0504
H 1.79050 5.28157 0.65879 -0.1 -0.1 0.0 0.1203
H -0.14632 5.61453 -1.25630 -0.1 -0.1 0.1 0.1174
H -2.01382 3.99263 -0.54813 0.0 0.0 0.0 0.1111
```
Positions in Å, forces in eV/Å.

Properties
HOMO level = -5.12 eV
total charge = -1
energy = -115325.7711 eV
2S+1 = 1
frontier orbital gap = 0.275 Eh

=====

A structure of composition C24H20FN7O5SSr. Source: the Open Molecules 2025 dataset; level of theory: the ωB97M-V functional and the def2-TZVPD basis.

```
59
Properties=species:S:1:pos:R:3:forces:R:3:nbo_charge:R:1
Sr 0.66695 0.85041 -1.20254 0.1 0.0 -0.3 1.8268
C -5.26146 1.25419 0.01092 0.0 0.0 0.0 -0.4046
N -4.32648 0.31192 0.59565 0.0 0.0 0.0 -0.3522
C -4.62622 -0.64395 1.54771 0.0 0.1 0.0 -0.0582
C -3.47722 -1.25171 1.87610 0.0 0.0 0.0 -0.0742
N -2.46898 -0.67293 1.10926 0.0 0.0 0.0 -0.3872
C -2.99944 0.30752 0.31574 0.0 0.0 0.1 0.2887
S -2.28581 1.39774 -0.74284 0.0 0.0 0.0 -0.3585
C -1.10627 -1.07275 1.25107 0.0 0.1 0.0 0.3747
C -0.61013 -1.22502 2.53339 0.1 -0.1 0.1 -0.2600
C 0.68287 -1.70078 2.67995 -0.1 0.0 0.0 -0.1346
C 1.41282 -2.00852 1.54569 0.0 0.0 0.0 -0.2291
C 0.82795 -1.79807 0.30955 0.0 0.0 0.0 0.0193
N -0.41515 -1.32621 0.15169 0.0 0.0 0.0 -0.4837
H -6.25924 1.01232 0.36765 0.0 0.0 0.0 0.2101
H -5.22563 1.18456 -1.07423 0.0 0.0 0.0 0.2295
H -4.99578 2.26967 0.30058 0.0 0.0 0.0 0.2329
H -5.62899 -0.80816 1.89773 0.0 0.0 0.0 0.2332
H -3.27563 -2.05974 2.55457 0.0 0.0 0.0 0.2430
H -1.20872 -0.96187 3.39197 0.0 0.0 0.1 0.2439
H 1.10904 -1.81091 3.66859 0.0 0.0 0.0 0.2364
H 2.42657 -2.37763 1.60543 0.0 0.0 0.0 0.2335
H 1.38617 -1.97333 -0.60367 0.0 0.0 0.0 0.2370
O 2.57367 -0.28771 -1.85571 0.1 -0.1 0.0 -0.9192
C 3.16237 -0.90042 -2.83167 0.0 0.0 0.0 0.3968
C 4.56542 -1.09471 -2.81266 0.0 0.0 0.0 -0.2540
C 5.23225 -1.71872 -3.83931 0.0 0.0 0.0 -0.1961
C 4.53857 -2.19000 -4.95667 0.0 0.0 0.0 -0.2903
C 3.17161 -2.02729 -4.99816 0.0 0.0 0.0 -0.1613
C 2.45925 -1.41048 -3.96063 0.1 0.0 0.0 -0.2387
C 1.00179 -1.32130 -4.05068 -0.1 0.0 0.0 0.3939
N 0.17215 -0.54325 -3.36865 -0.1 0.1 0.0 -0.5979
C -1.10239 -0.83500 -3.80933 0.0 0.0 0.0 -0.0994
C -1.05424 -1.79696 -4.76283 0.0 0.0 0.0 -0.1020
N 0.28114 -2.09527 -4.90760 0.0 0.0 0.0 -0.5208
H 5.09756 -0.71437 -1.94950 0.0 0.0 0.0 0.2064
H 6.30802 -1.83645 -3.78454 0.0 0.0 0.0 0.2064
H 5.06218 -2.66007 -5.77760 0.0 0.0 0.0 0.2087
H 2.64230 -2.36442 -5.88330 0.0 0.0 0.0 0.1846
H -1.96464 -0.33568 -3.39848 0.0 0.0 0.0 0.2194
H -1.81950 -2.28601 -5.33782 0.0 0.0 0.0 0.2177
H 0.66440 -2.81576 -5.49142 0.0 0.0 0.0 0.4193
F 1.78873 0.64687 5.35486 0.0 0.0 0.0 -0.3048
C 0.89645 1.43659 4.73951 0.1 0.0 0.0 0.2039
C 1.28466 2.36982 3.86871 0.0 -0.1 -0.1 0.0397
N 0.40087 3.19120 3.20789 0.0 -0.2 -0.1 -0.4108
C 0.84326 3.80170 1.95762 0.0 0.0 0.0 -0.3343
C 0.99975 2.75262 0.84581 -0.1 -0.1 0.1 0.7604
O 0.95897 1.53741 1.18445 0.0 0.2 0.1 -0.8202
O 1.13321 3.16833 -0.32816 0.0 0.1 0.1 -0.7833
C -0.96402 3.01186 3.35531 0.0 0.1 0.1 0.7967
O -1.79582 3.62759 2.72808 0.0 0.0 0.0 -0.6130
N -1.32228 2.06844 4.30598 0.0 0.0 0.0 -0.6322
C -0.50569 1.17616 4.98925 -0.1 -0.1 -0.2 0.5999
O -0.96606 0.27266 5.65569 0.0 0.0 0.1 -0.5967
H 2.32968 2.50131 3.62595 0.0 0.0 0.0 0.2349
H 1.79863 4.29946 2.12238 0.0 0.0 0.0 0.2248
H 0.10374 4.53450 1.65066 0.1 0.0 0.0 0.2664
H -2.31724 1.94055 4.42263 0.0 0.0 0.0 0.4286
```
Positions in Å, forces in eV/Å.

Properties
HOMO level = -7.13 eV
total charge = 0
energy = -60275.5767 eV
2S+1 = 1
frontier orbital gap = 0.272 Eh

=====

It is found that the relative energy (zero: lowest compared OMol25 entry of this formula, charge and spin) values, taken in the order of the records, are 36.4; 0.0 kcal per mole.